[1]
Entry from the Open Molecules 2025 dataset: a structure of composition C3H4LiO3 (wB97M-V/def2-TZVPD).

Results
⟨S²⟩ = 0.761
HOMO level (alpha / beta) = -19.89 / -19.81 eV
HOMO-LUMO gap (alpha / beta) = 8.453 / 6.998 eV

```
! RIJCOSX wB97M-V def2-TZVPD def2/J DEFGRID3
* xyz 2 2
H 1.827 -0.828 -1.267
O -0.238 -0.825 0.104
C -1.009 -0.130 1.021
O -0.643 0.826 1.640
Li -1.088 2.518 2.534
O -2.092 -0.763 1.259
C 1.064 -0.411 -0.219
H 1.421 0.473 0.318
H 0.106 0.683 -1.788
C 0.453 -0.322 -1.522
H 0.199 -1.222 -2.081
*
```

=====

[2]
Entry from the Open Molecules 2025 dataset: the molecule C5H10N2S (wB97M-V/def2-TZVPD).

Results
HOMO level = -8.53 eV
SMILES = CCC(=S)C/N=C\N
HOMO-LUMO gap = 8.364 eV

```
! RIJCOSX wB97M-V def2-TZVPD def2/J DEFGRID3
* xyz 0 1
C -0.240 2.130 0.477
C 0.812 1.639 -0.460
C 0.431 0.303 -1.058
C 1.030 -0.934 -0.450
C -0.538 -1.655 1.117
H -0.356 1.421 1.295
H 0.184 3.082 0.890
H -1.232 2.294 0.041
H 1.782 1.489 0.031
H 1.070 2.381 -1.251
H 2.134 -0.867 -0.429
H 0.856 -1.875 -1.016
H -0.771 -1.899 2.185
H -1.346 -1.843 -0.746
H -2.278 -2.643 0.543
N 0.559 -1.047 0.912
N -1.399 -2.193 0.195
S -0.698 0.216 -2.276
*
```

=====

[3]
Entry from the Open Molecules 2025 dataset: a cluster of 4 separate species, C37H32F7IN4O14S in total (wB97M-V/def2-TZVPD).

Results
HOMO level = -8.28 eV
HOMO-LUMO gap = 6.266 eV

```
! RIJCOSX wB97M-V def2-TZVPD def2/J DEFGRID3
* xyz 0 1
C 0.349 0.939 5.255
N 0.984 1.201 3.917
C 0.231 1.023 2.804
N 0.930 1.172 1.482
C 1.894 2.299 1.268
O 1.724 3.595 1.544
O 3.255 1.926 0.755
C -0.077 0.865 0.351
F -0.570 2.285 0.172
C 0.928 0.299 -0.810
O 1.640 -0.849 -0.628
C 1.273 1.048 -2.259
F 2.551 1.848 -2.142
F 0.248 2.102 -2.616
C 1.284 0.038 -3.545
F 0.039 -0.791 -3.688
F 1.285 0.930 -4.766
C 2.547 -0.962 -3.701
F 3.092 -0.821 -5.103
F 3.690 -0.761 -2.795
C 2.112 -2.572 -3.586
O 1.516 -3.251 -4.589
O 2.409 -3.357 -2.361
C -1.127 -0.206 1.110
C -0.382 -1.584 1.710
C -1.102 -2.208 3.040
C -2.598 -2.879 2.753
S -2.388 -4.471 1.791
N -2.439 -0.522 0.458
C -3.088 0.574 -0.344
C -2.630 1.036 -1.885
O -4.187 1.242 0.107
C -2.430 -1.637 -0.554
C -3.850 -2.510 -0.705
O -1.449 -1.978 -1.388
N -1.147 0.592 2.447
C -2.343 1.429 2.725
C -2.458 2.248 4.102
O -2.836 1.580 5.227
I -2.076 4.411 4.402
H 1.227 0.674 6.017
H -0.159 1.937 5.668
H -0.451 0.088 5.286
H 2.010 1.485 3.928
H 3.038 -4.085 -2.704
H 0.795 -1.432 1.858
H -0.374 -2.485 0.925
H -1.120 -1.522 3.985
H -0.428 -3.145 3.353
H -3.379 -2.126 2.323
H -2.998 -3.193 3.832
H -3.462 -5.354 2.030
H -3.542 0.836 -2.625
H -1.688 0.463 -2.275
H -2.404 2.200 -1.825
H -4.288 -2.214 -1.760
H -3.493 -3.640 -0.788
H -4.595 -2.317 0.178
H -2.500 2.212 1.836
H -3.297 0.714 2.648
C -1.474 3.509 -6.116
C -2.047 2.688 -5.230
C -3.377 2.983 -4.661
O -3.901 2.233 -3.849
C -4.049 4.219 -5.110
C -3.476 5.039 -5.995
C -2.146 4.744 -6.564
O -1.621 5.494 -7.376
H -0.498 3.307 -6.542
H -1.567 1.777 -4.892
H -5.024 4.420 -4.684
H -3.955 5.950 -6.334
C 5.983 6.609 -1.607
C 5.880 6.079 -2.830
C 5.502 4.665 -3.022
O 5.410 4.178 -4.141
C 5.242 3.860 -1.812
C 5.345 4.390 -0.589
C 5.722 5.805 -0.397
O 5.815 6.291 0.721
H 6.259 7.644 -1.449
H 6.067 6.656 -3.727
H 4.966 2.825 -1.971
H 5.158 3.813 0.308
C -0.251 -7.042 3.442
C 0.081 -8.336 3.430
C 0.532 -9.023 4.656
O 0.838 -10.207 4.646
C 0.600 -8.224 5.896
C 0.267 -6.930 5.908
C -0.184 -6.243 4.682
O -0.490 -5.059 4.692
H -0.583 -6.523 2.551
H 0.036 -8.936 2.528
H 0.932 -8.743 6.787
H 0.312 -6.330 6.810
*
```

=====

[4]
Entry from the Open Molecules 2025 dataset: a structure of composition C7H14 (wB97M-V/def2-TZVPD).

Results
HOMO level = -7.82 eV
HOMO-LUMO gap = 8.466 eV

```
! RIJCOSX wB97M-V def2-TZVPD def2/J DEFGRID3
* xyz 0 1
C -2.004 0.652 -2.218
C 0.485 -0.072 -1.225
C 0.939 1.046 -0.357
C 1.491 -0.195 0.442
C 1.645 -0.009 1.950
C 0.250 -1.020 -0.084
C -0.976 -0.948 0.824
H -2.205 1.048 -1.228
H -2.112 1.443 -2.950
H -2.701 -0.150 -2.434
H -0.951 0.252 -2.323
H 1.626 1.774 -0.802
H 0.230 1.556 0.305
H 2.429 -0.570 0.025
H 0.733 0.382 2.412
H 1.890 -0.963 2.434
H 2.459 0.695 2.159
H 0.434 -2.068 -0.356
H -1.840 -1.382 0.308
H -1.236 0.079 1.102
H -0.818 -1.519 1.747
*
```

=====

[5]
Entry from the Open Molecules 2025 dataset: a structure of composition C13H25ClNSiSnTi (wB97M-V/def2-TZVPD).

Results
⟨S²⟩ = 0.789
HOMO level (alpha / beta) = -7.13 / -7.08 eV
HOMO-LUMO gap (alpha / beta) = 6.167 / 5.004 eV

```
! RIJCOSX wB97M-V def2-TZVPD def2/J DEFGRID3
* xyz 0 2
Ti -3.117 1.586 -2.226
Cl -3.833 3.652 -1.883
C -3.914 0.306 -0.880
C -3.695 0.943 -4.053
H -4.548 -0.330 -1.507
H -3.168 -0.286 -0.336
H -4.522 0.927 -0.212
H -4.360 0.091 -3.871
H -2.837 0.646 -4.674
H -4.229 1.788 -4.501
Sn 0.527 1.483 -0.747
C 2.668 1.233 -1.190
C -0.377 0.381 -2.326
H 2.844 0.466 -1.947
H 2.979 2.213 -1.575
H 3.224 0.993 -0.280
H -0.190 0.700 -3.382
H -0.765 -0.659 -2.172
C -1.651 1.237 1.932
Si 0.042 0.467 2.206
C 1.252 1.814 2.641
C -0.095 -0.811 3.560
N 0.524 -0.314 0.709
C 1.428 -1.335 0.522
C 2.495 -1.573 1.430
C 3.583 -2.382 1.034
C 3.555 -3.023 -0.224
C 2.460 -2.881 -1.067
C 1.384 -2.076 -0.694
H -2.022 1.576 2.914
H -2.369 0.514 1.525
H -1.638 2.113 1.265
H 0.843 2.376 3.493
H 2.219 1.400 2.950
H 1.436 2.533 1.831
H -0.591 -1.713 3.174
H 0.884 -1.100 3.965
H -0.703 -0.417 4.388
H 2.487 -1.095 2.403
H 4.410 -2.498 1.707
H 4.414 -3.629 -0.516
H 2.435 -3.381 -2.041
H 0.529 -1.935 -1.348
*
```

=====

[6]
Entry from the Open Molecules 2025 dataset: the molecule C2H4N4O3 (wB97M-V/def2-TZVPD).

Results
HOMO level = -10.00 eV
SMILES = N[C@H]1C=NON1[N+](=O)[O-]
HOMO-LUMO gap = 10.234 eV

```
! RIJCOSX wB97M-V def2-TZVPD def2/J DEFGRID3
* xyz 0 1
C -0.787 -1.364 0.339
C 0.123 -0.395 -0.369
N -1.647 -1.834 -0.471
N -0.304 -0.653 -1.779
N -0.181 0.874 0.255
N 0.560 -0.745 -2.854
O 1.620 -0.202 -2.663
O 0.133 -1.123 -3.894
O -1.433 -1.521 -1.700
H -0.794 -1.482 1.376
H 1.301 -0.696 -0.333
H 0.648 1.488 0.098
H -1.052 1.338 -0.128
*
```

=====

[7]
Entry from the Open Molecules 2025 dataset: a cluster of 2 separate species, C5H12N in total (wB97M-V/def2-TZVPD).

Results
HOMO level = -15.78 eV
HOMO-LUMO gap = 7.960 eV

```
! RIJCOSX wB97M-V def2-TZVPD def2/J DEFGRID3
* xyz 1 1
C 3.471 -0.469 1.144
C -0.947 -0.093 1.177
N 0.094 0.017 1.902
C -1.887 0.982 -2.031
C -1.848 -0.314 -1.166
C -0.759 -0.262 -0.236
H 3.983 -1.282 1.658
H 3.844 -0.399 0.125
H 2.400 -0.645 1.119
H 3.652 0.477 1.651
H -2.729 0.948 -2.715
H -1.974 -0.086 1.546
H -0.961 1.094 -2.591
H -1.999 1.846 -1.385
H -2.793 -0.486 -0.656
H -1.664 -1.170 -1.824
H -0.142 0.180 2.888
H 0.260 -0.336 -0.607
*
```

=====

[8]
Entry from the Open Molecules 2025 dataset: a structure of composition C5H6O (wB97M-V/def2-TZVPD).

Results
HOMO level = -8.61 eV
HOMO-LUMO gap = 9.614 eV

```
! RIJCOSX wB97M-V def2-TZVPD def2/J DEFGRID3
* xyz 0 1
C 1.191 -0.405 -0.376
C 0.810 1.003 0.130
C -1.095 0.687 -0.293
O -1.170 -0.620 -0.800
C -0.131 -1.005 0.132
C -0.306 0.317 0.933
H 2.001 -0.696 0.309
H 1.507 -0.576 -1.412
H -0.264 1.366 -0.861
H -2.000 1.301 -0.314
H -0.235 -2.046 0.452
H -0.605 0.514 1.960
*
```

=====

[9]
Entry from the Open Molecules 2025 dataset: the molecule C7H7N3O2 (wB97M-V/def2-TZVPD).

Results
HOMO level = -9.86 eV
SMILES = C#CCNC(=O)N(CC#C)N=O
HOMO-LUMO gap = 9.955 eV

```
! RIJCOSX wB97M-V def2-TZVPD def2/J DEFGRID3
* xyz 0 1
C -1.409 0.964 0.944
C -0.790 1.893 0.060
C -0.278 2.541 -0.857
C -0.215 -1.011 0.068
C 2.233 -0.929 -0.178
C 3.352 -0.045 0.059
C 4.390 0.582 0.148
H -0.847 0.900 1.851
H -2.449 1.226 1.206
H 0.023 3.138 -1.677
H 0.986 0.713 0.318
H 2.226 -1.252 -1.257
H 2.337 -1.903 0.477
H 5.252 1.257 0.282
N -2.565 -0.822 -0.242
N -1.439 -0.369 0.332
N 0.964 -0.292 0.192
O -3.537 -0.057 -0.204
O -0.206 -2.153 -0.376
*
```

=====

[10]
Entry from the Open Molecules 2025 dataset: a cluster of 10 separate species, H20O10 in total (wB97M-V/def2-TZVPD).

Results
HOMO level = -9.73 eV
SMILES = O.O.O.O.O.O.O.O.O.O
HOMO-LUMO gap = 9.402 eV

```
! RIJCOSX wB97M-V def2-TZVPD def2/J DEFGRID3
* xyz 0 1
H 1.342 -0.402 0.240
H 0.106 -0.558 -0.631
H 0.275 1.497 3.842
H -0.356 0.258 3.229
H -2.443 1.351 1.453
H -2.314 1.465 2.963
H -1.598 -1.634 -1.819
H -0.600 -0.992 -2.769
H 0.842 3.091 -1.880
H 1.961 3.022 -0.853
H 2.489 0.580 -1.540
H 1.759 -0.716 -1.853
H -0.372 -4.305 -1.565
H -1.697 -4.837 -1.043
H -0.725 1.979 -3.381
H -1.435 0.729 -2.886
H 0.975 3.383 2.565
H -0.128 3.277 1.524
H 0.624 -4.133 2.778
H 1.256 -3.479 1.560
O 0.398 -0.591 0.287
O -0.263 1.208 3.097
O -2.011 0.943 2.212
O -1.018 -0.869 -1.909
O 1.669 2.635 -1.686
O 2.318 -0.042 -2.256
O -0.843 -5.126 -1.384
O -1.524 1.688 -2.928
O 0.270 3.893 2.149
O 1.042 -3.315 2.485
*
```

=====

[11]
Entry from the Open Molecules 2025 dataset: a cluster of 4 separate species, C37H57IN2O10S4 in total (wB97M-V/def2-TZVPD).

Results
HOMO level = -7.25 eV
SMILES = CCC(=O)OCCc1ccc2c(c1)N(OCCNC[C@@H](C)O)c1c(cccc1[C@H](I)CC)S2.O=S1(=O)CCCC1.O=S1(=O)CCCC1.O=S1(=O)CCCC1
HOMO-LUMO gap = 7.540 eV

```
! RIJCOSX wB97M-V def2-TZVPD def2/J DEFGRID3
* xyz 0 1
C -4.079 4.680 1.874
C -4.557 5.001 0.369
C -3.712 4.086 -0.659
O -2.476 4.237 -0.861
O -4.460 3.039 -1.316
C -4.160 1.833 -0.534
C -4.989 0.580 -1.094
C -4.093 -0.656 -1.561
C -4.497 -1.540 -2.792
C -3.612 -2.743 -3.279
C -2.316 -3.011 -2.476
C -1.891 -2.146 -1.228
C -2.800 -0.982 -0.774
N -0.652 -2.447 -0.487
O -0.791 -3.584 0.296
C -0.726 -3.051 1.674
C -1.755 -3.768 2.672
N -3.012 -2.964 2.711
C -3.011 -1.922 3.781
C -3.630 -0.526 3.210
C -4.447 0.286 4.333
O -2.524 0.333 2.757
C 0.535 -2.534 -1.359
C 0.529 -3.470 -2.629
C 1.723 -3.637 -3.593
C 3.008 -2.834 -3.288
C 3.052 -1.882 -2.048
C 1.841 -1.705 -1.059
C 1.983 -0.698 0.184
I 0.288 0.723 0.318
C 3.306 0.223 0.117
C 4.597 -0.416 0.826
S -1.093 -4.357 -2.916
H -4.508 5.464 2.595
H -2.941 4.631 1.904
H -4.515 3.669 2.223
H -5.666 4.784 0.227
H -4.323 6.083 0.082
H -4.515 2.048 0.545
H -3.028 1.691 -0.515
H -5.634 0.198 -0.217
H -5.731 0.909 -1.912
H -5.441 -1.327 -3.417
H -3.907 -3.391 -4.182
H -2.521 -0.360 0.144
H -1.058 -1.949 1.588
H 0.369 -3.118 1.999
H -1.228 -3.823 3.701
H -2.008 -4.811 2.271
H -3.803 -3.602 2.930
H -3.714 -2.274 4.622
H -1.975 -1.745 4.246
H -4.360 -0.707 2.336
H -5.284 0.910 3.850
H -4.959 -0.380 5.115
H -3.806 1.039 4.919
H -2.036 0.587 3.591
H 1.654 -4.340 -4.497
H 3.906 -2.975 -3.985
H 4.057 -1.339 -1.895
H 2.081 -1.332 1.146
H 3.036 1.195 0.684
H 3.515 0.570 -0.966
H 5.516 -0.042 0.235
H 4.709 0.052 1.875
H 4.612 -1.555 0.832
C 10.590 0.838 -0.902
C 10.385 0.430 0.558
C 8.882 0.480 0.843
S 8.067 0.167 -0.719
O 7.349 1.358 -1.111
O 7.438 -1.134 -0.676
C 9.554 0.055 -1.699
H 11.604 0.624 -1.244
H 10.414 1.913 -1.014
H 10.754 -0.590 0.707
H 10.937 1.081 1.241
H 8.584 -0.280 1.565
H 8.574 1.467 1.192
H 9.377 0.464 -2.693
H 9.828 -1.001 -1.770
C 0.766 2.033 7.291
C 0.799 3.403 6.611
C -0.251 3.388 5.498
S -1.508 2.225 6.014
O -1.501 1.103 5.098
O -2.718 2.943 6.342
C -0.707 1.723 7.526
H 1.330 2.031 8.226
H 1.206 1.281 6.629
H 0.550 4.179 7.342
H 1.790 3.634 6.214
H -0.704 4.370 5.358
H 0.170 3.035 4.555
H -0.899 0.668 7.717
H -1.113 2.333 8.336
C -3.020 -0.497 -8.877
C -2.123 0.348 -7.970
C -2.189 -0.258 -6.567
S -2.539 -1.998 -6.789
O -3.847 -2.278 -6.240
O -1.371 -2.769 -6.431
C -2.673 -1.948 -8.568
H -2.864 -0.264 -9.933
H -4.071 -0.305 -8.640
H -1.093 0.310 -8.340
H -2.430 1.396 -7.962
H -1.244 -0.145 -6.034
H -3.000 0.177 -5.981
H -3.432 -2.653 -8.904
H -1.699 -2.216 -8.983
*
```

=====

[12]
Entry from the Open Molecules 2025 dataset: the molecule C5H5NO2 (wB97M-V/def2-TZVPD).

Results
HOMO level = -8.13 eV
SMILES = [H]/N=C1C=C/C(=C/O)O/1
HOMO-LUMO gap = 8.258 eV

```
! RIJCOSX wB97M-V def2-TZVPD def2/J DEFGRID3
* xyz 0 1
C 1.881 0.160 0.143
C 0.538 0.074 -0.226
C -1.603 -0.526 -0.194
C -1.575 0.828 -0.118
C -0.305 1.242 -0.122
H 3.619 -0.739 0.036
H 2.572 0.997 0.397
H -2.512 -2.085 0.251
H -2.588 1.223 -0.011
H 0.341 2.049 0.030
N -2.675 -1.092 0.223
O 2.617 -1.036 -0.047
O -0.311 -1.094 -0.361
*
```

=====

| no. | largest force on an atom (eV Å⁻¹) | E (eV) |
| --- | --- | --- |
| 1 | 4.451 | -9497.455 |
| 2 | 2.022 | -19161.750 |
| 3 | 9.822 | -111447.848 |
| 4 | 0.963 | -7481.660 |
| 5 | 2.987 | -64720.392 |
| 6 | 3.774 | -14234.238 |
| 7 | 0.775 | -6859.870 |
| 8 | 0.379 | -7323.765 |
| 9 | 5.161 | -15931.435 |
| 10 | 4.480 | -20797.677 |
| 11 | 5.244 | -114176.602 |
| 12 | 4.500 | -10847.889 |